[1]
This record from the OMol25 dataset describes C5H7CsO3 as an isolated structure at a distorted geometry. The level of theory is wB97M-V/def2-TZVPD.

Computed properties:
* ΔE to the lowest compared entry with this formula, charge and spin: 0.0000 eV
* gap between HOMO and LUMO (alpha / beta): 7.2 / 9.9 eV
* ⟨S²⟩: 0.753
* DFT total energy: -440.24834 hartree
* HOMO (alpha / beta): -10.888 / -13.673 eV
* lowest unoccupied orbital energy (alpha / beta): -3.73 / -3.73 eV
* 2S+1: 2
* total charge: +1

Atoms and positions in Å:
O (1.00, 0.80, 0.57)
C (0.49, 0.25, -0.49)
O (0.17, -0.96, -0.55)
Cs (-0.74, -3.24, -3.19)
O (-0.02, 1.11, -1.33)
C (0.90, 0.10, 1.84)
H (-0.09, 0.30, 2.28)
H (0.95, -0.99, 1.64)
C (2.01, 0.52, 2.71)
H (2.99, 0.72, 2.28)
H (1.95, 0.31, 3.78)
C (-2.25, 0.09, -1.58)
C (-1.25, 0.67, -2.21)
H (-1.89, -0.24, -0.43)
H (-3.16, -0.27, -2.06)
H (-1.06, 0.84, -3.27)

***

[2]
This record from the OMol25 dataset describes a 2-piece molecular cluster, C6H9NS overall at a distorted geometry. The level of theory is wB97M-V/def2-TZVPD.

Computed properties:
* ΔE to the lowest compared entry with this formula, charge and spin: 5.0959 eV
* gap between HOMO and LUMO (alpha / beta): 7.6 / 7.6 eV
* DFT total energy: -686.77555 hartree
* HOMO (alpha / beta): -9.299 / -9.300 eV
* lowest unoccupied orbital energy (alpha / beta): -1.65 / -1.65 eV
* total charge: 0

Atoms and positions in Å:
C (-1.70, 2.22, 0.11)
C (0.53, 0.78, 0.11)
C (0.08, -0.42, -0.61)
C (1.12, 1.05, 1.39)
C (0.86, -1.74, -0.13)
C (-1.35, -0.71, -1.05)
N (-2.62, 2.90, 0.08)
S (1.12, 0.88, -1.50)
H (0.75, 0.31, 2.23)
H (0.80, 2.09, 1.69)
H (2.31, 1.12, 1.44)
H (1.34, -2.28, -1.01)
H (0.10, -2.51, 0.20)
H (1.68, -1.41, 0.61)
H (-1.90, -0.71, -0.18)
H (-1.33, -1.71, -1.70)
H (-1.79, 0.15, -1.69)

***

[3]
This record from the OMol25 dataset describes C38H35N8O5S2Zr as an isolated structure. The level of theory is wB97M-V/def2-TZVPD.

Computed properties:
* ΔE to the lowest compared entry with this formula, charge and spin: 0.3439 eV
* gap between HOMO and LUMO: 7.6 eV
* DFT total energy: -3126.80377 hartree
* HOMO: -10.957 eV
* lowest unoccupied orbital energy: -3.40 eV
* total charge: +1

Atoms and positions in Å:
Zr (-0.36, 0.24, 0.79)
C (-1.51, 1.69, -3.30)
C (-2.19, 2.90, -3.13)
C (-2.45, 3.35, -1.87)
C (-2.02, 2.61, -0.76)
N (-1.35, 1.46, -0.93)
C (-1.11, 1.01, -2.18)
N (-2.38, 3.11, 0.48)
C (-1.77, 2.89, 1.58)
N (-0.61, 2.13, 1.85)
C (-0.32, 2.29, 3.21)
N (0.65, 1.82, 3.90)
C (1.59, 0.95, 3.40)
C (2.80, 0.87, 4.10)
C (3.76, -0.03, 3.71)
C (3.50, -0.88, 2.64)
C (2.30, -0.76, 2.00)
N (1.36, 0.15, 2.35)
C (-1.34, 3.16, 3.82)
C (-1.48, 3.59, 5.13)
C (-2.58, 4.40, 5.40)
C (-3.48, 4.76, 4.40)
C (-3.32, 4.32, 3.09)
C (-2.23, 3.51, 2.84)
H (-1.31, 1.28, -4.28)
H (-2.52, 3.47, -3.99)
H (-2.99, 4.27, -1.68)
H (-0.61, 0.06, -2.26)
H (2.94, 1.53, 4.94)
H (4.70, -0.09, 4.25)
H (4.21, -1.62, 2.31)
H (2.05, -1.39, 1.16)
H (-0.78, 3.30, 5.89)
H (-2.74, 4.76, 6.41)
H (-4.32, 5.39, 4.65)
H (-4.01, 4.60, 2.31)
C (-6.81, -5.11, 1.26)
C (-5.69, -4.14, 1.51)
C (-5.11, -4.02, 2.77)
C (-4.09, -3.12, 3.01)
C (-3.65, -2.32, 1.96)
C (-4.21, -2.41, 0.69)
C (-5.23, -3.32, 0.48)
S (-2.36, -1.21, 2.29)
O (-2.49, -0.06, 1.30)
O (-2.39, -0.79, 3.65)
N (-0.91, -1.77, 1.88)
C (-0.85, -2.88, 0.90)
C (-0.76, -2.17, -0.45)
O (-1.62, -2.12, -1.29)
O (0.32, -1.35, -0.47)
H (-6.96, -5.77, 2.11)
H (-6.61, -5.71, 0.38)
H (-7.75, -4.57, 1.09)
H (-5.47, -4.65, 3.58)
H (-3.66, -3.01, 4.00)
H (-3.85, -1.78, -0.11)
H (-5.68, -3.40, -0.50)
H (-1.71, -3.54, 0.92)
H (0.05, -3.46, 1.09)
C (5.40, -2.92, -1.88)
C (4.38, -1.95, -1.30)
C (3.47, -1.39, -2.39)
N (2.51, -0.41, -1.86)
C (2.78, 0.79, -1.38)
S (1.73, 1.66, -0.37)
N (3.96, 1.40, -1.71)
C (4.68, 1.40, -2.94)
O (5.86, 1.61, -2.91)
C (3.89, 1.23, -4.19)
C (2.58, 1.69, -4.29)
C (1.90, 1.58, -5.49)
C (2.53, 1.01, -6.59)
C (3.84, 0.57, -6.50)
C (4.53, 0.69, -5.31)
H (6.04, -3.33, -1.10)
H (6.05, -2.42, -2.60)
H (4.91, -3.75, -2.38)
H (4.89, -1.12, -0.80)
H (3.77, -2.45, -0.54)
H (2.87, -2.19, -2.83)
H (4.05, -0.96, -3.19)
H (1.61, -0.79, -1.58)
H (4.32, 2.05, -1.03)
H (2.09, 2.15, -3.44)
H (0.89, 1.96, -5.58)
H (1.99, 0.93, -7.53)
H (4.33, 0.14, -7.36)
H (5.56, 0.38, -5.22)

***

[4]
This record from the OMol25 dataset describes a 2-piece molecular cluster, CH6N3S overall. The level of theory is wB97M-V/def2-TZVPD.

Computed properties:
* ΔE to the lowest compared entry with this formula, charge and spin: 0.1535 eV
* gap between HOMO and LUMO: 7.6 eV
* DFT total energy: -604.22455 hartree
* HOMO: -3.334 eV
* lowest unoccupied orbital energy: 4.30 eV
* total charge: -1

Atoms and positions in Å:
S (-0.88, -0.33, 2.67)
H (-2.00, -0.67, 3.31)
N (0.47, -1.04, -0.45)
C (0.44, 0.26, -0.91)
N (0.20, 1.20, 0.05)
N (0.62, 0.61, -2.14)
H (0.05, -1.72, -1.06)
H (0.16, -1.16, 0.51)
H (-0.11, 0.90, 0.98)
H (0.00, 2.11, -0.32)
H (1.04, -0.16, -2.65)